Density functional theory data (ωB97M-V/def2-TZVPD) for C33H55Cl3CsN8O7SbSi3 as an isolated structure.

XYZ file:
```
111
Properties=species:S:1:pos:R:3:lowdin_charge:R:1
Cs 2.842 2.272 0.506 1.27
C -0.772 4.578 1.724 -0.24
C 0.040 5.052 0.514 -0.22
N 0.189 4.087 -0.551 -0.08
C -0.982 3.713 -1.297 -0.16
C -1.805 2.665 -0.584 -0.28
C -3.194 2.652 -0.615 -0.05
C -3.863 1.709 0.156 -0.09
C -3.127 0.867 0.973 -0.05
C -1.735 0.955 0.936 -0.28
C -0.859 0.169 1.877 -0.17
N -1.267 0.372 3.273 -0.04
C -0.632 1.520 3.932 -0.19
C -1.086 2.899 3.448 -0.21
N -0.273 3.377 2.347 -0.04
N -1.103 1.789 0.124 0.19
H -1.805 4.386 1.407 0.11
H -0.821 5.434 2.420 0.10
H 1.040 5.333 0.849 0.09
H -0.447 5.986 0.168 0.11
H 0.996 4.234 -1.142 0.07
H -0.653 3.285 -2.244 0.09
H -1.636 4.572 -1.536 0.12
H -3.735 3.381 -1.208 0.10
H -4.947 1.663 0.151 0.10
H -3.601 0.177 1.661 0.10
H 0.193 0.461 1.694 0.10
H -0.934 -0.900 1.643 0.06
H -0.986 -0.450 3.787 0.09
H 0.451 1.475 3.835 0.09
H -0.869 1.434 4.994 0.11
H -1.078 3.593 4.307 0.11
H -2.127 2.831 3.111 0.11
H 0.693 3.453 2.633 0.06
O 4.696 -2.495 5.051 0.04
C 4.006 -1.638 4.230 -0.30
C 3.755 -0.324 4.595 0.04
C 3.059 0.477 3.705 -0.19
N 2.595 0.035 2.533 0.09
C 2.858 -1.229 2.188 -0.18
C 3.567 -2.103 3.006 0.05
C 2.387 -1.687 0.811 -0.66
O 3.256 -1.642 -0.081 -0.03
O 1.183 -2.023 0.734 -0.12
C 2.854 1.960 4.064 -0.67
O 3.003 2.281 5.250 -0.04
O 2.573 2.714 3.081 -0.38
H 4.930 -2.006 5.846 0.09
H 4.078 0.102 5.539 0.12
H 3.781 -3.115 2.684 0.13
C 0.782 2.538 -4.249 -0.03
C 1.277 1.756 -3.066 -0.34
N 0.616 0.882 -2.420 0.08
O -0.692 0.692 -2.914 -0.14
C 2.661 2.014 -2.571 -0.45
C 3.673 0.906 -2.573 -0.06
N 2.854 3.213 -2.130 -0.26
O 3.996 3.487 -1.537 -0.51
H -0.276 2.378 -4.441 0.06
H 1.357 2.243 -5.132 0.08
H 0.988 3.595 -4.071 0.08
H -1.070 0.147 -2.216 -0.06
H 3.717 0.439 -3.564 0.07
H 3.442 0.106 -1.863 0.05
H 4.648 1.327 -2.330 0.06
Cl 5.255 6.753 2.708 0.57
C 4.535 5.181 3.202 -1.55
Cl 5.012 4.830 4.873 0.63
Cl 5.146 3.927 2.132 0.61
C 3.076 5.347 3.155 -0.38
N 2.034 5.831 3.158 0.22
C -4.772 -2.046 -1.055 -0.24
Si -3.429 -2.171 -2.375 0.28
C -3.525 -0.593 -3.398 -0.24
C -3.904 -3.592 -3.525 -0.24
Sb -1.167 -2.181 -1.182 1.00
Si 0.326 -3.258 -2.960 0.30
C 0.607 -1.986 -4.306 -0.22
C -0.432 -4.788 -3.762 -0.23
C 1.961 -3.747 -2.220 -0.21
Si -1.616 -4.171 0.338 0.28
C -2.463 -3.512 1.881 -0.23
C -2.757 -5.479 -0.403 -0.24
C -0.015 -4.998 0.824 -0.22
H -5.727 -1.758 -1.509 0.02
H -4.505 -1.286 -0.312 0.00
H -4.918 -2.997 -0.530 0.01
H -4.511 -0.494 -3.866 0.02
H -2.766 -0.577 -4.186 0.02
H -3.358 0.286 -2.767 0.01
H -4.974 -3.544 -3.760 0.02
H -3.693 -4.568 -3.082 0.00
H -3.352 -3.521 -4.466 0.01
H -0.326 -1.693 -4.799 0.02
H 1.283 -2.402 -5.062 0.03
H 1.063 -1.085 -3.887 0.01
H -1.292 -4.539 -4.390 0.00
H -0.757 -5.514 -3.014 0.01
H 0.324 -5.272 -4.393 0.02
H 2.368 -2.966 -1.565 0.01
H 2.671 -3.927 -3.035 0.03
H 1.876 -4.672 -1.636 0.02
H -3.342 -2.912 1.632 0.01
H -1.770 -2.878 2.447 0.02
H -2.781 -4.339 2.527 0.02
H -3.765 -5.082 -0.567 0.01
H -2.835 -6.328 0.286 0.02
H -2.381 -5.849 -1.358 0.00
H 0.674 -4.238 1.201 0.01
H 0.458 -5.483 -0.038 0.01
H -0.195 -5.759 1.592 0.03
```

ΔE to the lowest compared entry with this formula, charge and spin = 108.7 kJ/mol
net charge = -2
HOMO level = -0.0805 Ha
HOMO-LUMO gap = 0.2176 Eh
max |F| = 1.51 eV Å⁻¹
M = 1121.13 u

=====

Density functional theory data (ωB97M-V/def2-TZVPD) for C33H56CaN5O4PS2 as an isolated structure.

XYZ file:
```
102
Properties=species:S:1:pos:R:3:lowdin_charge:R:1
Ca 0.326 0.315 0.221 1.13
O 0.399 1.249 3.818 -0.31
S 1.075 0.836 2.614 0.26
O 2.522 0.682 2.750 -0.35
O 0.507 -0.466 2.082 -0.56
O 0.805 1.830 1.494 -0.55
C -4.413 -3.353 -0.524 -0.03
N -3.118 -3.947 -0.233 -0.12
C -2.911 -5.219 0.275 -0.04
C -1.593 -5.378 0.428 -0.04
N -0.982 -4.188 0.023 0.01
C -1.935 -3.299 -0.412 -0.71
S -1.780 -1.806 -1.149 0.63
C 0.414 -3.957 0.217 -0.27
C 1.301 -4.997 -0.032 -0.01
C 2.633 -4.803 0.289 -0.06
C 3.020 -3.605 0.864 -0.04
C 2.055 -2.632 1.060 -0.11
N 0.775 -2.789 0.714 0.14
H -5.135 -4.149 -0.689 0.09
H -4.327 -2.737 -1.415 0.06
H -4.740 -2.722 0.301 0.10
H -3.722 -5.892 0.496 0.12
H -1.033 -6.200 0.837 0.12
H 0.956 -5.922 -0.474 0.11
H 3.353 -5.591 0.102 0.11
H 4.046 -3.430 1.165 0.11
H 2.291 -1.691 1.543 0.08
C -6.417 1.940 -1.854 -0.20
C -5.371 2.896 -2.461 -0.18
C -3.941 2.500 -2.063 -0.21
C -3.927 1.986 -0.618 -0.43
C -4.677 0.629 -0.580 -0.22
C -5.804 0.560 -1.628 -0.20
P -2.201 1.838 0.045 1.07
C -1.422 3.522 -0.128 -0.44
C -2.300 4.776 0.035 -0.19
C -1.629 6.013 -0.598 -0.19
C -0.111 5.932 -0.443 -0.20
C 0.454 4.755 -1.264 -0.18
C -0.588 3.632 -1.417 -0.22
C -2.543 1.729 1.878 -0.41
C -3.539 2.754 2.486 -0.18
C -4.819 2.094 3.000 -0.20
C -4.517 1.068 4.101 -0.19
C -3.228 0.274 3.803 -0.18
C -2.903 0.282 2.307 -0.21
H -7.289 1.871 -2.506 0.10
H -6.770 2.329 -0.894 0.11
H -5.570 3.916 -2.123 0.11
H -5.455 2.901 -3.551 0.11
H -3.279 3.356 -2.194 0.08
H -3.569 1.706 -2.719 0.12
H -4.453 2.710 0.008 0.10
H -5.109 0.480 0.408 0.08
H -3.970 -0.186 -0.753 0.03
H -6.569 -0.145 -1.296 0.11
H -5.415 0.183 -2.580 0.11
H -0.700 3.494 0.692 0.09
H -2.449 4.970 1.098 0.10
H -3.288 4.636 -0.411 0.09
H -2.013 6.916 -0.121 0.11
H -1.881 6.084 -1.661 0.11
H 0.123 5.792 0.616 0.12
H 0.358 6.867 -0.752 0.10
H 1.339 4.356 -0.762 0.11
H 0.765 5.102 -2.252 0.11
H -0.079 2.689 -1.631 0.09
H -1.237 3.839 -2.270 0.10
H -1.570 1.933 2.316 0.07
H -3.802 3.535 1.773 0.07
H -3.046 3.251 3.327 0.13
H -5.332 1.603 2.170 0.09
H -5.500 2.861 3.375 0.11
H -5.369 0.391 4.200 0.10
H -4.412 1.584 5.059 0.11
H -3.325 -0.752 4.168 0.11
H -2.375 0.714 4.318 0.11
H -3.748 -0.111 1.740 0.08
H -2.051 -0.369 2.128 0.09
C 6.931 0.682 -1.515 -0.07
C 6.139 -0.542 -1.053 -0.21
N 4.950 -0.240 -0.258 -0.07
C 5.085 -0.265 1.201 -0.21
C 5.614 1.028 1.814 -0.06
C 3.760 0.059 -0.840 -0.43
C 3.675 -0.108 -2.340 -0.01
N 2.693 0.449 -0.224 0.04
H 7.716 0.375 -2.211 0.08
H 7.404 1.189 -0.675 0.06
H 6.286 1.403 -2.019 0.07
H 6.782 -1.171 -0.439 0.12
H 5.859 -1.136 -1.921 0.10
H 5.738 -1.104 1.451 0.11
H 4.116 -0.463 1.648 0.07
H 6.595 1.299 1.425 0.06
H 5.688 0.906 2.895 0.08
H 4.914 1.843 1.622 0.08
H 3.795 -1.157 -2.622 0.09
H 4.435 0.475 -2.860 0.07
H 2.698 0.233 -2.660 0.07
H 2.800 0.608 0.792 0.01
```

ΔE to the lowest compared entry with this formula, charge and spin = 135.9 kJ/mol
net charge = 0
HOMO level = -0.2929 Ha
HOMO-LUMO gap = 0.3064 Eh
max |F| = 5.02 eV Å⁻¹
M = 722.03 u